(w)
DFT (the ωB97M-V functional and the def2-TZVPD basis) results for a structure of composition C3H6N2.

Values from the calculation:
* Kohn-Sham gap: 10.713 eV
* LUMO level: 0.02928 Eh
* charge: 0
* E_HOMO: -9.92 eV

Atoms and positions in Å:
H: 1.42 -0.64 0.77
N: -0.95 -1.32 -0.15
N: -0.54 2.08 0.90
H: 0.97 1.23 0.67
C: -0.26 -0.09 -0.52
C: 1.19 0.15 0.06
H: -0.33 0.01 -1.62
H: -1.94 -1.27 -0.39
H: 1.93 0.17 -0.76
C: -0.59 1.15 0.19
H: -0.90 -1.47 0.85



(x)
DFT (the ωB97M-V functional and the def2-TZVPD basis) results for an isolated molecule of C3H6N2.

Values from the calculation:
* Kohn-Sham gap: 10.056 eV
* LUMO level: 0.03404 Eh
* charge: 0
* SMILES: [H]/N=C(\N)C=C
* E_HOMO: -9.13 eV

Atoms and positions in Å:
H: -1.00 1.40 1.49
N: -0.15 -1.46 0.23
H: 0.30 1.82 -0.40
H: -0.82 -1.94 0.82
N: -1.26 0.42 1.12
C: -0.27 -0.17 0.38
H: -1.78 0.01 1.81
C: 0.52 0.77 -0.49
C: 1.36 0.36 -1.46
H: 1.53 -0.71 -1.69
H: 2.03 0.97 -2.05



Which is most stable? The ranking, best first, is (x), (w).



(w)
DFT (the ωB97M-V functional and the def2-TZVPD basis) results for an isolated molecule of C3H6N2.

Values from the calculation:
* Kohn-Sham gap: 9.046 eV
* LUMO level: 0.04311 Eh
* charge: 0
* SMILES: C1=NNCC1
* E_HOMO: -7.87 eV

Atoms and positions in Å:
H: 0.36 -0.56 -1.75
C: -0.61 -0.74 0.23
H: -1.53 0.78 1.72
H: -0.41 -1.54 0.95
N: 0.84 0.97 -0.38
N: 0.02 1.49 0.57
C: 0.59 -0.43 -0.69
H: -1.50 -1.02 -0.36
H: 1.56 1.53 -0.79
H: 1.47 -1.05 -0.44
C: -0.79 0.57 0.95



(x)
DFT (the ωB97M-V functional and the def2-TZVPD basis) results for a cluster of 2 separate species, C3H6N2 in total.

Values from the calculation:
* Kohn-Sham gap (spin up / spin down): 8.169 / 8.167 eV
* LUMO level (spin up / spin down): 0.01122 / 0.01120 Eh
* charge: 0
* E_HOMO (spin up / spin down): -7.86 / -7.86 eV

Atoms and positions in Å:
H: 0.28 1.86 -0.46
C: -0.82 -0.29 -0.42
C: -2.09 -0.27 0.17
N: 0.26 -0.56 0.35
H: -0.67 -0.14 -1.48
N: -3.15 -0.23 0.67
H: 1.01 1.81 -0.32
H: 2.26 -0.74 0.81
H: 0.04 -0.73 1.33
C: 1.53 -0.55 0.04
H: 1.82 -0.37 -0.99



(y)
DFT (the ωB97M-V functional and the def2-TZVPD basis) results for an isolated molecule of C3H6N2.

Values from the calculation:
* Kohn-Sham gap: 11.268 eV
* LUMO level: 0.03222 Eh
* charge: 0
* SMILES: C[C@@H](N)C#N
* E_HOMO: -10.39 eV

Atoms and positions in Å:
H: -0.57 0.00 2.00
C: -0.26 -0.33 -0.13
H: 0.42 1.09 -1.43
N: -0.38 0.46 -1.34
N: 1.92 -1.83 -0.11
C: 0.95 -1.19 -0.10
H: -1.13 -1.01 -0.10
H: -1.00 1.37 0.95
C: -0.28 0.57 1.11
H: 0.71 1.01 1.29
H: -0.38 -0.14 -2.16



(z)
DFT (the ωB97M-V functional and the def2-TZVPD basis) results for an isolated molecule of C3H6N2.

Values from the calculation:
* Kohn-Sham gap: 10.770 eV
* LUMO level: 0.04370 Eh
* charge: 0
* SMILES: C1CC12NN2
* E_HOMO: -9.58 eV

Atoms and positions in Å:
H: 1.53 1.38 -0.26
H: 1.12 0.65 1.49
C: 0.92 0.64 0.41
H: 1.41 -0.35 -1.41
H: -1.80 1.31 -0.48
C: -0.38 -0.04 -0.05
C: 0.90 -0.68 -0.43
H: 1.24 -1.61 0.04
H: -1.81 -1.26 0.73
N: -1.58 0.29 -0.69
N: -1.54 -0.34 0.65



Which is most stable? The ranking, best first, is (y), (w), (x), (z).



(w)
DFT (the ωB97M-V functional and the def2-TZVPD basis) results for an isolated molecule of C8H6O4.

Values from the calculation:
* Kohn-Sham gap: 9.434 eV
* LUMO level: -0.00988 Eh
* charge: 0
* SMILES: O=Cc1ccc(O)c(C(=O)O)c1
* E_HOMO: -9.70 eV

Atoms and positions in Å:
C: -0.71 0.47 0.46
C: -1.86 1.31 0.95
H: 0.74 -0.25 3.17
C: 1.46 -0.73 0.68
C: 0.35 -0.08 1.20
O: 0.09 0.15 2.55
H: -1.52 0.63 -1.57
H: 1.37 -1.21 -3.26
H: -0.90 1.63 2.61
O: -1.62 2.04 2.08
C: -0.64 0.24 -0.89
H: 2.37 -1.41 -1.05
O: -0.55 -0.84 -3.65
O: -2.82 1.50 0.28
C: 0.30 -0.53 -1.47
C: 0.28 -0.89 -2.81
H: 2.23 -1.09 1.40
C: 1.44 -0.95 -0.67



(x)
DFT (the ωB97M-V functional and the def2-TZVPD basis) results for an isolated molecule of C8H6O4.

Values from the calculation:
* Kohn-Sham gap: 8.378 eV
* LUMO level: -0.02362 Eh
* charge: 0
* SMILES: O=Cc1cc(O)c(O)c(C=O)c1
* E_HOMO: -9.02 eV

Atoms and positions in Å:
C: -0.23 0.77 1.16
C: 0.06 -0.65 0.94
H: -0.11 0.67 2.98
O: 0.83 -2.66 1.82
H: -0.39 1.64 -2.16
C: 0.02 -0.36 -1.42
H: 0.51 -1.01 3.06
H: -0.79 3.27 0.90
C: 0.46 -1.47 2.04
C: -0.34 0.99 -1.28
H: 0.65 -2.31 -0.45
O: -0.25 1.33 2.34
O: -0.96 2.85 0.07
C: 0.24 -1.22 -0.37
C: -0.50 1.61 -0.05
H: -0.24 -0.46 -3.74
C: 0.13 -1.03 -2.76
O: 0.91 -1.97 -3.07



Which is most stable? The ranking, best first, is (w), (x).